Record 1
Molecular formula: C3H3NO
Method: DFT, ωB97M-V/def2-TZVPD

LUMO = 0.1 eV
HOMO = -10.190 eV
orbital gap = 10.30 eV
largest force on an atom = 5.2 eV/A
E_tot = -246.02671 Ha

Structure (XYZ):
```
8
Properties=species:S:1:pos:R:3:nbo_charge:R:1
O -1.31 1.61 -0.14 -0.521
C -0.04 -0.95 -0.18 0.122
C 0.77 0.27 0.08 -0.565
C -0.69 0.63 0.19 0.618
N -1.28 -0.63 0.22 -0.356
H 0.10 -1.99 -0.40 0.208
H 1.34 0.69 -0.74 0.243
H 1.34 0.29 1.01 0.252
```

***

Record 2
Molecular formula: C3H6ClFN2S
Method: DFT, ωB97M-V/def2-TZVPD

LUMO = 0.5 eV
HOMO = -9.828 eV
structure (SMILES) = [H]/N=C(\NS)[C@](C)(F)Cl
orbital gap = 10.35 eV
largest force on an atom = 2.1 eV/A
E_tot = -1185.63492 Ha

Structure (XYZ):
```
14
Properties=species:S:1:pos:R:3:nbo_charge:R:1
H -0.27 2.66 -1.00 0.325
N 0.49 1.96 -0.81 -0.626
C -0.02 0.84 -0.47 0.363
N -1.40 0.58 -0.59 -0.780
S -2.30 -0.75 -0.09 0.203
C 0.99 -0.23 -0.08 0.383
C 0.92 -0.78 1.38 -0.657
F 2.19 0.29 -0.24 -0.308
Cl 0.91 -1.72 -1.21 -0.108
H -1.84 1.46 -0.78 0.391
H -2.40 -1.50 -1.27 0.116
H 1.67 -1.61 1.46 0.239
H 1.11 -0.04 2.16 0.231
H -0.06 -1.16 1.54 0.228
```

***

Record 3
Molecular formula: C7H11CeI2N2O5S
Method: DFT, ωB97M-V/def2-TZVPD

LUMO (alpha / beta) = 4.6 / 4.6 eV
HOMO (alpha / beta) = 1.089 / 1.086 eV
multiplicity = 2
⟨S²⟩ = 0.75
orbital gap (alpha / beta) = 3.49 / 3.49 eV
largest force on an atom = 4.5 eV/A
E_tot = -2227.92445 Ha
net charge = -2

Structure (XYZ):
```
29
Properties=species:S:1:pos:R:3:lowdin_spin:R:1
C 0.51 -2.11 -1.64 0.000
I 3.46 -2.94 2.35 -0.005
H 1.52 -1.67 -1.76 0.000
H -0.10 -2.26 -2.55 0.000
H 0.63 -3.10 -1.16 0.000
C -1.28 2.19 -0.94 0.000
C -0.26 0.19 -0.94 -0.002
N -1.26 0.94 -0.38 -0.001
H 0.08 3.08 -2.46 0.000
I 2.82 0.87 0.79 -0.001
N 0.32 1.02 -1.88 -0.001
H -1.96 2.97 -0.66 0.000
Ce 1.16 -1.24 1.96 1.019
C -0.26 -1.24 -0.76 -0.001
O -0.90 -1.75 0.24 -0.002
C -0.28 2.26 -1.85 0.000
C 1.58 0.88 -2.59 0.000
H 2.40 1.31 -2.01 0.000
H 1.49 1.53 -3.47 0.000
H 1.79 -0.14 -2.89 0.000
C -2.17 0.56 0.67 0.000
H -3.16 0.43 0.24 0.000
H -2.20 1.37 1.39 0.000
H -1.85 -0.36 1.15 0.000
O -1.02 -1.52 2.87 0.000
S -0.47 -0.53 3.93 0.000
O -1.44 -0.17 4.93 0.000
O 0.82 -1.21 4.36 -0.002
O 0.04 0.65 3.07 -0.002
```

***

Record 4
Molecular formula: C34H36AsBrCl2CuN3O4
Method: DFT, ωB97M-V/def2-TZVPD

LUMO (alpha / beta) = -2.2 / -4.7 eV
HOMO (alpha / beta) = -10.877 / -10.875 eV
multiplicity = 2
⟨S²⟩ = 0.75
orbital gap (alpha / beta) = 8.64 / 6.16 eV
largest force on an atom = 3.2 eV/A
E_tot = -9152.87602 Ha
net charge = +1

Structure (XYZ):
```
82
Properties=species:S:1:pos:R:3:lowdin_spin:R:1
Cu 13.61 -12.13 3.77 0.642
C 11.79 -14.58 2.44 0.000
O 13.13 -13.92 2.50 0.012
C 14.24 -14.65 2.20 0.000
C 14.21 -15.94 1.64 0.000
C 15.41 -16.60 1.42 0.000
Br 15.36 -18.40 0.79 0.000
C 16.64 -16.00 1.69 0.001
C 16.67 -14.76 2.31 0.001
C 15.47 -14.09 2.54 0.003
O 15.40 -12.78 3.07 0.025
C 17.93 -14.14 2.62 0.000
N 18.97 -14.69 3.18 0.000
C 19.97 -13.69 3.12 0.000
C 21.29 -13.73 3.58 0.000
C 22.11 -12.62 3.42 0.000
C 21.57 -11.40 2.83 0.000
C 20.26 -11.36 2.42 0.000
C 19.50 -12.53 2.57 0.000
N 18.19 -12.82 2.27 0.000
H 11.66 -15.40 3.16 0.000
H 11.65 -14.88 1.37 0.000
H 11.10 -13.79 2.67 0.000
H 13.22 -16.41 1.54 0.000
H 17.54 -16.64 1.54 0.000
H 15.97 -12.71 3.90 0.000
H 21.66 -14.58 4.11 0.000
H 23.13 -12.67 3.92 0.000
H 22.10 -10.45 2.79 0.000
H 19.93 -10.50 1.89 0.000
H 17.59 -12.31 1.66 0.000
C 12.15 -8.14 5.03 0.000
C 11.96 -8.75 3.65 0.012
As 13.41 -9.71 2.89 0.081
C 12.86 -9.74 1.04 0.012
C 11.58 -10.53 0.76 0.000
C 14.94 -8.51 2.72 0.022
C 15.69 -8.51 4.01 0.001
H 11.35 -7.48 5.25 0.000
H 13.11 -7.56 5.20 0.000
H 11.96 -8.87 5.80 0.000
H 11.77 -8.01 2.88 0.003
H 11.16 -9.46 3.71 0.000
H 13.71 -10.22 0.54 0.000
H 12.76 -8.70 0.66 0.003
H 11.78 -11.60 0.99 0.000
H 11.22 -10.46 -0.27 0.000
H 10.74 -10.18 1.40 0.000
H 14.49 -7.60 2.44 0.003
H 15.44 -8.86 1.84 0.000
H 15.01 -8.26 4.85 0.000
H 16.55 -7.80 4.11 0.000
H 16.12 -9.52 4.15 0.000
Cl 13.08 -15.17 9.77 0.000
C 13.38 -16.38 8.61 0.000
C 13.64 -17.61 9.02 0.000
C 13.93 -18.58 8.08 0.000
C 13.99 -18.32 6.74 0.000
C 13.78 -17.00 6.31 0.000
Cl 13.81 -16.73 4.60 0.000
C 13.43 -16.02 7.23 0.000
N 13.17 -14.71 6.77 0.005
C 14.18 -13.85 6.48 0.007
C 15.45 -14.31 6.08 -0.001
C 16.47 -13.38 5.89 0.003
C 16.24 -12.04 5.85 -0.001
C 14.95 -11.55 6.09 0.003
C 13.91 -12.42 6.38 0.010
C 12.63 -11.92 6.75 0.000
C 11.55 -12.31 5.77 0.007
O 10.48 -12.78 6.04 0.018
O 11.90 -12.06 4.48 0.127
H 13.69 -17.88 10.05 0.000
H 14.01 -19.59 8.44 0.000
H 14.25 -19.13 6.06 0.000
H 12.38 -14.29 7.25 0.000
H 15.67 -15.39 6.04 0.000
H 17.50 -13.73 5.77 0.000
H 17.03 -11.27 5.72 0.000
H 14.76 -10.51 6.00 0.000
H 12.54 -10.82 6.82 0.000
H 12.31 -12.25 7.72 0.000
```

***

Record 5
Molecular formula: C5H16N2O
Method: DFT, ωB97M-V/def2-TZVPD

LUMO = 0.9 eV
HOMO = -8.639 eV
structure (SMILES) = C[C@@H](CN)N(C)C.O
orbital gap = 9.50 eV
largest force on an atom = 2.8 eV/A
E_tot = -384.81572 Ha

Structure (XYZ):
```
24
Properties=species:S:1:pos:R:3:nbo_charge:R:1
C 0.49 1.90 0.31 -0.645
C 0.03 0.43 0.37 -0.033
C -1.53 0.39 0.12 -0.220
N -2.21 0.88 1.30 -0.857
N 0.73 -0.50 -0.47 -0.498
C 0.36 -0.53 -1.87 -0.409
C 2.14 -0.61 -0.22 -0.409
H 1.54 2.10 0.54 0.209
H 0.19 2.22 -0.70 0.194
H -0.05 2.53 1.02 0.231
H 0.07 0.18 1.44 0.202
H -1.61 -0.69 0.01 0.164
H -1.80 1.03 -0.72 0.194
H -3.20 0.84 1.16 0.360
H -1.98 0.49 2.20 0.370
H 1.08 -1.08 -2.47 0.212
H -0.62 -0.99 -2.00 0.195
H 0.22 0.44 -2.34 0.177
H 2.41 -0.90 0.80 0.207
H 2.65 -1.30 -0.88 0.205
H 2.73 0.32 -0.33 0.170
O -0.40 -2.48 1.28 -0.961
H -1.26 -2.68 0.90 0.456
H 0.01 -1.96 0.56 0.483
```